Formula: C34H29BrF5N2O2PS2SnTe
Source: OMol25
Level of theory: the ωB97M-V functional and the def2-TZVPD basis

The geometry in XYZ format:
```
78
Properties=species:S:1:pos:R:3:mulliken_charge:R:1
Sn -0.413 -3.474 0.549 1.275
C 1.921 -2.033 -2.245 -1.077
C 1.800 -1.075 -1.106 0.159
N 1.784 -1.504 0.092 -0.914
N 1.872 -0.632 1.112 0.265
C 0.932 -0.427 1.948 0.323
S -0.704 -1.036 1.886 -0.414
S 1.314 0.712 3.253 -0.163
C 2.553 1.819 2.450 0.401
C 3.997 1.522 2.735 0.024
C 4.650 2.183 3.771 -0.362
C 6.004 1.988 3.994 -0.677
C 6.724 1.121 3.186 -0.384
C 6.079 0.444 2.161 -0.759
C 4.725 0.642 1.938 0.061
C 1.717 0.388 -1.397 -0.388
C 2.860 1.138 -1.649 -0.515
C 2.783 2.512 -1.818 -0.964
C 1.556 3.152 -1.732 -0.968
C 0.407 2.420 -1.473 -0.059
C 0.503 1.050 -1.294 0.835
O -0.594 0.223 -1.020 -0.171
H 2.096 -3.037 -1.866 0.159
H 2.755 -1.746 -2.888 0.356
H 1.010 -2.017 -2.851 0.251
H 2.296 2.811 2.825 0.624
H 2.350 1.763 1.381 -0.763
H 4.090 2.861 4.405 0.373
H 6.500 2.523 4.794 0.369
H 7.782 0.974 3.356 0.376
H 6.636 -0.235 1.528 0.402
H 4.218 0.106 1.148 0.408
H 3.816 0.633 -1.698 0.520
H 3.682 3.080 -2.016 0.440
H 1.492 4.225 -1.850 0.490
H -0.555 2.910 -1.392 0.542
Br -2.228 -4.437 2.014 -0.491
C -3.817 1.920 -4.775 -0.563
C -4.637 1.867 -3.656 -0.763
C -4.118 1.507 -2.425 -0.625
C -2.763 1.201 -2.299 0.876
C -1.948 1.234 -3.429 0.122
C -2.473 1.599 -4.659 -0.904
P -2.101 0.594 -0.718 0.874
C -2.959 -0.946 -0.443 0.719
C -3.085 -1.835 -1.512 -0.564
C -3.801 -3.006 -1.343 -0.761
C -4.410 -3.281 -0.125 -0.546
C -4.303 -2.384 0.928 -1.006
C -3.577 -1.215 0.776 0.003
C -2.308 1.749 0.641 1.115
C -3.600 2.091 1.045 -0.607
C -3.780 2.903 2.151 -0.824
C -2.684 3.356 2.871 -0.732
C -1.401 3.030 2.459 -0.908
C -1.208 2.235 1.342 0.309
H -4.225 2.204 -5.735 0.397
H -5.691 2.092 -3.745 0.444
H -4.771 1.451 -1.564 0.213
H -0.902 0.973 -3.362 0.352
H -1.828 1.617 -5.526 0.457
H -2.628 -1.608 -2.468 0.382
H -3.899 -3.698 -2.169 0.433
H -4.958 -4.203 0.009 0.403
H -4.772 -2.605 1.876 0.454
H -3.451 -0.536 1.608 0.465
H -4.461 1.715 0.509 0.313
H -4.781 3.171 2.459 0.429
H -2.830 3.954 3.760 0.415
H -0.543 3.369 3.022 0.432
H -0.202 1.975 1.050 0.465
F 2.983 -6.790 0.896 -0.372
Te 1.360 -6.304 0.098 2.166
F 1.330 -5.075 1.598 -0.571
F 1.858 -7.523 -1.229 -0.414
F 2.457 -4.993 -0.732 -0.468
F 0.654 -7.632 1.205 -0.411
O -0.142 -5.715 -0.620 -0.785
```

HOMO energy, hartree: -0.28127
E_LUMO, eV: -0.69
Net charge: 0